No. 1
The following is a quantum chemistry calculation of a cluster of 4 separate species, CH10NO4 in total in a non-equilibrium geometry, from the Open Molecules 2025 dataset.

Total charge: -1
Strongest force on any atom in eV/Å: 2.062
Energy above the lowest of the compared OMol25 structures with the same formula, charge and spin in kcal/mol: 0.0
Kohn-Sham gap in eV: 8.692

Last column: Löwdin charge in e.
CARTESIAN COORDINATES (ANGSTROEM)
N  1.168  1.762  0.113  -0.0155
C  -0.235  1.696  -0.396  -0.4886
O  -0.663  0.479  -0.828  -0.3040
H  1.120  1.218  0.968  0.0431
H  1.849  1.385  -0.529  0.0349
H  -0.773  2.230  0.404  0.0850
H  -0.244  2.402  -1.250  0.0803
H  0.916  -1.729  -2.016  0.0164
H  0.524  -0.540  -1.113  -0.0166
O  1.298  -1.159  -1.341  -0.1381
H  -0.408  -1.757  1.395  -0.0144
H  0.786  -2.082  0.597  -0.0104
O  0.418  -2.292  1.472  -0.1256
H  -1.466  -0.271  0.203  -0.0104
H  -2.318  -0.391  1.512  0.0154
O  -1.972  -0.951  0.809  -0.1514

=====

No. 2
The following is a quantum chemistry calculation of an isolated molecule of C3H8NO3P in a non-equilibrium geometry, from the Open Molecules 2025 dataset.

Total charge: 0
2S+1: 3
Strongest force on any atom in eV/Å: 2.875
Energy above the lowest of the compared OMol25 structures with the same formula, charge and spin in kcal/mol: 41.2
⟨S²⟩: 2.01
Kohn-Sham gap (spin up / spin down) in eV: 5.665 / 6.742

Last column: Löwdin charge in e.
CARTESIAN COORDINATES (ANGSTROEM)
C  -1.516  -0.149  -0.240  -0.6131
C  0.675  0.931  -0.728  -0.2030
C  -0.015  -0.065  0.137  -0.5873
N  0.090  0.277  1.528  0.0332
O  -2.234  0.585  0.604  0.0932
O  -1.946  -0.684  -1.206  0.0919
O  2.147  0.941  -0.533  -0.0668
P  0.602  -2.091  -0.156  0.8307
H  0.143  1.036  -1.708  0.1527
H  0.481  1.871  -0.169  0.1308
H  0.058  -0.498  2.203  0.1028
H  0.968  0.784  1.731  0.1142
H  -1.507  0.890  1.259  0.1120
H  2.438  0.762  -1.409  0.0569
H  0.316  -2.155  -1.519  -0.1281
H  -0.699  -2.434  0.206  -0.1202

=====

No. 3
The following is a quantum chemistry calculation of a structure of composition C26H25BrClN2O3V, from the Open Molecules 2025 dataset.

Total charge: -2
2S+1: 3
Strongest force on any atom in eV/Å: 0.384
Energy above the lowest of the compared OMol25 structures with the same formula, charge and spin in kcal/mol: 1.3
⟨S²⟩: 2.08
Kohn-Sham gap (spin up / spin down) in eV: 5.572 / 6.474

Last column: Löwdin charge in e.
CARTESIAN COORDINATES (ANGSTROEM)
V  0.348  0.082  0.922  0.4691
O  5.611  2.018  -0.614  0.0191
C  4.530  1.276  -0.186  -0.3344
C  4.707  -0.025  0.286  -0.0417
C  3.585  -0.717  0.699  -0.1301
N  2.388  -0.157  0.640  -0.0994
C  2.170  1.098  0.203  -0.2265
Br  0.940  1.339  3.269  -0.1795
C  3.272  1.841  -0.232  -0.0436
H  6.398  1.474  -0.509  0.0812
H  5.692  -0.481  0.327  0.0925
H  3.647  -1.734  1.070  0.1117
H  3.159  2.856  -0.593  0.0964
C  -0.230  -3.417  2.423  -0.0612
C  -1.172  -2.213  2.295  -0.7120
C  -1.629  -1.739  3.678  -0.0701
C  -2.385  -2.593  1.438  -0.0574
N  -0.471  -1.155  1.648  -0.1169
H  -0.752  -4.279  2.854  0.0672
H  0.610  -3.153  3.069  0.0751
H  0.162  -3.675  1.438  0.0645
H  -2.153  -2.542  4.208  0.0673
H  -2.294  -0.879  3.574  0.0779
H  -0.768  -1.411  4.262  0.0585
H  -2.968  -3.389  1.916  0.0678
H  -2.048  -2.937  0.458  0.0710
H  -3.020  -1.717  1.297  0.0768
C  -1.208  1.497  0.637  -0.0221
C  -2.165  2.275  0.566  -0.1510
C  -3.173  3.223  0.668  -0.1627
C  -3.886  3.644  -0.534  -0.1788
C  -3.907  2.801  -1.660  -0.0277
C  -4.543  3.177  -2.829  -0.1058
C  -5.173  4.414  -2.931  -0.1332
C  -5.136  5.274  -1.840  -0.1182
C  -4.503  4.900  -0.665  -0.0583
C  -3.463  3.760  2.002  -0.1702
C  -2.486  3.668  3.010  -0.0155
C  -2.740  4.124  4.291  -0.0880
C  -3.974  4.676  4.620  -0.1287
C  -4.961  4.747  3.646  -0.1225
C  -4.713  4.293  2.359  -0.0643
H  -3.398  1.848  -1.588  0.1095
H  -4.543  2.499  -3.674  0.0921
H  -5.669  4.708  -3.848  0.0812
H  -5.591  6.256  -1.909  0.0874
H  -4.452  5.604  0.154  0.1003
H  -1.532  3.209  2.775  0.0696
H  -1.963  4.032  5.040  0.0991
H  -4.170  5.029  5.627  0.0818
H  -5.941  5.143  3.891  0.0852
H  -5.512  4.317  1.630  0.0976
Cl  0.738  -2.580  -4.120  0.4740
C  -0.357  -1.693  -2.994  -0.4827
C  0.159  -1.684  -1.539  -0.7329
O  0.476  -2.755  -1.028  -0.0213
O  0.138  -0.516  -1.048  -0.1417
H  -1.309  -2.218  -3.030  0.0634
H  -0.457  -0.683  -3.375  0.0612

=====

No. 4
The following is a quantum chemistry calculation of a structure of composition C13H12MnN2O9, from the Open Molecules 2025 dataset.

Total charge: -1
2S+1: 5
Strongest force on any atom in eV/Å: 0.638
Energy above the lowest of the compared OMol25 structures with the same formula, charge and spin in kcal/mol: 3.7
⟨S²⟩: 6.04
Kohn-Sham gap (spin up / spin down) in eV: 6.992 / 7.734

Last column: Löwdin charge in e.
CARTESIAN COORDINATES (ANGSTROEM)
Mn  -0.136  0.253  0.310  1.0500
O  -0.076  -0.458  -2.078  -0.0711
C  -0.847  -1.657  -2.000  -0.2128
C  -0.134  -2.534  -0.996  -0.1363
N  0.002  -1.878  0.321  -0.2176
C  1.347  -2.088  0.896  -0.0711
C  2.315  -0.996  0.439  -0.5798
O  3.496  -1.220  0.317  0.0821
O  1.753  0.178  0.260  -0.1122
C  -1.079  -2.219  1.264  -0.0862
C  -1.213  -1.150  2.381  -0.6478
O  -2.069  -1.331  3.220  0.0580
O  -0.334  -0.203  2.308  -0.0910
H  -0.511  0.176  -2.658  0.1131
H  -0.864  -2.169  -2.966  0.1258
H  -1.870  -1.437  -1.686  0.1174
H  0.866  -2.745  -1.375  0.1345
H  -0.663  -3.485  -0.888  0.1341
H  1.743  -3.071  0.636  0.1334
H  1.274  -2.006  1.979  0.1370
H  -0.896  -3.179  1.758  0.1360
H  -2.025  -2.265  0.728  0.1297
O  -2.018  6.595  -1.595  -0.0342
C  -0.848  6.329  -1.276  -0.6949
O  0.188  7.016  -1.275  -0.0431
C  -0.622  4.842  -0.874  -0.0702
C  0.650  4.383  -0.554  0.0212
C  0.841  3.055  -0.226  -0.0672
N  -0.186  2.200  -0.208  0.0139
C  -1.428  2.631  -0.503  -0.1544
C  -1.682  3.939  -0.843  0.0776
C  -2.473  1.545  -0.456  -0.5262
O  -3.616  1.724  -0.794  0.1118
O  -1.980  0.374  -0.090  -0.1238
H  1.468  5.089  -0.580  0.1174
H  1.809  2.634  0.013  0.1145
H  -2.678  4.277  -1.090  0.1326

=====

No. 5
The following is a quantum chemistry calculation of an isolated molecule of C4H3I in a non-equilibrium geometry, from the Open Molecules 2025 dataset.

Total charge: 0
Strongest force on any atom in eV/Å: 1.654
Energy above the lowest of the compared OMol25 structures with the same formula, charge and spin in kcal/mol: 77.1
Kohn-Sham gap (spin up / spin down) in eV: 7.526 / 7.523

Last column: Löwdin charge in e.
CARTESIAN COORDINATES (ANGSTROEM)
C  -0.871  -0.435  0.338  -0.2590
C  -1.599  -1.397  -0.227  0.1570
C  -0.022  0.653  0.030  -0.1279
C  1.162  1.099  -0.140  -0.5881
I  3.003  -0.076  0.002  0.6586
H  -0.756  -0.609  1.417  0.1127
H  -2.312  -1.349  -1.026  0.0270
H  1.396  2.115  -0.393  0.0196

=====

No. 6
The following is a quantum chemistry calculation of the ion C3H2O3P with charge -1 in a non-equilibrium geometry, from the Open Molecules 2025 dataset.

Total charge: -1
Strongest force on any atom in eV/Å: 5.439
Energy above the lowest of the compared OMol25 structures with the same formula, charge and spin in kcal/mol: 10.8
SMILES string: O=C=CPC(=O)[O-]
Kohn-Sham gap in eV: 8.089

Last column: Löwdin charge in e.
CARTESIAN COORDINATES (ANGSTROEM)
O  0.159  -2.615  0.185  0.0612
C  -0.197  -1.504  -0.097  -0.3885
C  -1.050  -0.550  -0.204  -0.4091
P  -0.521  1.181  -0.476  0.8554
C  1.249  0.916  0.123  -0.9612
O  1.906  1.886  0.430  -0.0857
O  1.539  -0.283  0.072  -0.0819
H  -1.944  -0.879  -0.820  0.0710
H  -1.141  1.847  0.787  -0.0613